No. 1
Entry from OMol25: the ion CH3Cl2N4 with charge +1 (ωB97M-V/def2-TZVPD).

## Properties
SMILES string	ClN1NC=[NH+]N1Cl
2S+1	1
net charge	+1
ΔE to the lowest compared entry with this formula, charge and spin	39.75	kcal per mole
LUMO energy	-5.7	eV
orbital gap	8.920	eV
calculated total energy	-32078.77063	eV

Last column: Löwdin charge in e.
Positions of all 10 atoms, in Å:
1 C -0.810 -0.817 0.094  0.056
2 N 0.459 -1.014 -0.120  0.060
3 N 1.172 0.182 -0.103  -0.497
4 N 0.231 1.197 -0.061  -0.482
5 N -0.964 0.593 0.253  0.049
6 Cl 2.243 0.221 1.341  0.669
7 Cl 0.124 1.937 -1.727  0.621
8 H -1.602 -1.539 0.182  0.167
9 H 0.955 -1.888 -0.251  0.189
10 H -1.808 1.128 0.392  0.169

No. 2
Entry from OMol25: the molecule CH3Cl2NO (ωB97M-V/def2-TZVPD).

## Properties
SMILES string	NC(O)(Cl)Cl
2S+1	1
ΔE to the lowest compared entry with this formula, charge and spin	23.75	kcal per mole
LUMO energy	0.6	eV
orbital gap	10.418	eV
calculated total energy	-29667.61711	eV

Last column: Löwdin charge in e.
Positions of all 8 atoms, in Å:
1 C 0.708 -0.155 -0.223  -1.148
2 N -0.279 -0.288 0.695  0.026
3 O 0.343 -0.031 -1.577  -0.091
4 Cl 1.419 1.761 0.293  0.215
5 Cl 2.103 -1.197 0.018  0.655
6 H -0.092 -0.680 1.669  0.151
7 H -0.991 0.343 0.654  0.054
8 H 1.175 0.268 -2.094  0.139

No. 3
Entry from OMol25: the molecule CH3Cl2O2P (ωB97M-V/def2-TZVPD).

## Properties
<S²>	2.010
2S+1	3
ΔE to the lowest compared entry with this formula, charge and spin	0.00	kcal per mole
LUMO energy (alpha / beta)	0.7 / -4.0	eV
orbital gap (alpha / beta)	7.768 / 7.060	eV
calculated total energy	-39511.20823	eV

Last column: Löwdin charge in e.
Positions of all 9 atoms, in Å:
1 C -1.068 1.062 0.083  -0.647
2 O -0.049 -1.052 -1.583  -0.333
3 O 2.245 -0.676 -0.313  -0.333
4 P 0.479 -0.492 -0.352  0.274
5 Cl 0.133 -1.758 1.186  0.320
6 Cl -2.379 -0.028 0.120  0.581
7 H -1.177 1.761 -0.747  0.032
8 H -0.842 1.384 1.170  0.070
9 H 2.658 -0.201 0.437  0.036

No. 4
Entry from OMol25: a cluster of 2 separate species, CH3Cl2O3P in total (ωB97M-V/def2-TZVPD).

## Properties
2S+1	1
ΔE to the lowest compared entry with this formula, charge and spin	53.62	kcal per mole
LUMO energy	-1.2	eV
orbital gap	8.571	eV
calculated total energy	-41560.51386	eV

Last column: Löwdin charge in e.
Positions of all 10 atoms, in Å:
1 C 2.474 -0.139 -1.444  -0.944
2 O -0.882 -0.638 -0.644  -0.368
3 O 0.152 -0.874 1.595  -0.295
4 O -1.532 0.801 1.239  -0.315
5 P -1.307 -0.843 0.980  0.734
6 Cl 1.599 -1.196 -2.482  0.535
7 Cl 1.719 1.371 -1.323  0.543
8 H -0.339 0.160 -0.691  -0.063
9 H 0.486 0.072 1.709  0.095
10 H -2.369 1.287 1.061  0.078

No. 5
Entry from OMol25: the molecule CH3Cl2OP (ωB97M-V/def2-TZVPD).

## Properties
SMILES string	CP(=O)(Cl)Cl
2S+1	1
ΔE to the lowest compared entry with this formula, charge and spin	23.31	kcal per mole
LUMO energy	-0.4	eV
orbital gap	10.686	eV
calculated total energy	-37468.03795	eV

Last column: Löwdin charge in e.
Positions of all 8 atoms, in Å:
1 C 0.989 0.454 -0.228  -0.198
2 O -1.720 0.639 0.783  -0.425
3 P -0.723 -0.206 0.167  0.017
4 Cl -0.489 -2.100 1.456  0.085
5 Cl -1.575 -0.776 -1.521  0.373
6 H 1.620 -0.275 0.274  0.029
7 H 0.871 0.726 -1.234  0.001
8 H 1.027 1.538 0.303  0.117

No. 6
Entry from OMol25: the molecule CH3Cl2OPS (ωB97M-V/def2-TZVPD).

## Properties
<S²>	2.009
2S+1	3
ΔE to the lowest compared entry with this formula, charge and spin	85.84	kcal per mole
LUMO energy (alpha / beta)	0.2 / -3.1	eV
orbital gap (alpha / beta)	5.707 / 6.268	eV
calculated total energy	-48297.01641	eV

Last column: Löwdin charge in e.
Positions of all 9 atoms, in Å:
1 C 1.427 0.194 0.218  -0.733
2 O -0.964 1.469 0.986  -0.565
3 P -1.607 -1.149 -0.415  0.161
4 S -0.359 0.136 1.059  0.590
5 Cl 2.025 -1.478 0.101  0.512
6 Cl -2.984 0.306 -0.622  0.102
7 H 1.871 0.830 1.035  0.056
8 H 1.374 0.638 -0.692  -0.009
9 H -0.782 -0.946 -1.669  -0.113

No. 7
Entry from OMol25: a cluster of 2 separate species, CH3Cl5P in total (ωB97M-V/def2-TZVPD).

## Properties
2S+1	1
net charge	+1
ΔE to the lowest compared entry with this formula, charge and spin	9.57	kcal per mole
LUMO energy	-5.6	eV
orbital gap	8.540	eV
calculated total energy	-72979.04946	eV

Last column: Löwdin charge in e.
Positions of all 10 atoms, in Å:
1 Cl 2.285 0.750 -1.171  0.310
2 P 0.701 2.062 -1.206  0.305
3 Cl -1.068 1.032 -1.176  0.322
4 H 0.837 2.926 -0.083  0.017
5 H 0.825 2.789 -2.423  0.008
6 C -0.697 -1.982 1.304  -1.523
7 Cl -2.411 -1.563 1.309  0.539
8 Cl -0.279 -2.893 -0.148  0.538
9 Cl 0.298 -0.520 1.423  0.460
10 H -0.492 -2.602 2.169  0.023

No. 8
Entry from OMol25: a cluster of 2 separate species, CH3ClFNO2S2 in total (ωB97M-V/def2-TZVPD).

## Properties
SMILES string	NS(=O)(=O)Cl.FC=S
2S+1	1
ΔE to the lowest compared entry with this formula, charge and spin	4.22	kcal per mole
LUMO energy (alpha / beta)	-0.2 / -0.2	eV
orbital gap (alpha / beta)	9.338 / 9.337	eV
calculated total energy	-43579.64151	eV

Last column: Löwdin charge in e.
Positions of all 11 atoms, in Å:
1 C -1.355 -1.244 -1.753  -0.717
2 N 1.356 0.660 0.218  -0.062
3 O -1.019 0.610 0.973  -0.331
4 O 0.708 -0.430 2.267  -0.326
5 F -0.414 -0.420 -2.239  -0.055
6 S -1.957 -2.468 -2.619  0.698
7 S 0.319 0.612 1.406  0.130
8 Cl 0.559 2.235 2.471  0.451
9 H -1.752 -0.989 -0.744  0.057
10 H 2.091 0.046 0.443  0.076
11 H 1.465 1.388 -0.424  0.079

No. 9
Entry from OMol25: a cluster of 2 separate species, CH3ClFNS in total (ωB97M-V/def2-TZVPD).

## Properties
2S+1	1
ΔE to the lowest compared entry with this formula, charge and spin	72.07	kcal per mole
LUMO energy	-0.9	eV
orbital gap	9.483	eV
calculated total energy	-28647.08442	eV

Last column: Löwdin charge in e.
Positions of all 8 atoms, in Å:
1 C -0.450 0.424 0.811  -0.156
2 N 0.938 -1.281 -0.644  -0.402
3 F 0.611 1.359 1.986  -0.309
4 S 0.726 0.161 -0.707  0.655
5 Cl -1.130 0.526 -1.911  0.060
6 H -0.891 -0.510 1.214  0.079
7 H -1.303 1.125 0.567  0.038
8 H 1.499 -1.804 -1.316  0.035

No. 10
Entry from OMol25: a cluster of 2 separate species, CH3ClFOP in total (ωB97M-V/def2-TZVPD).

## Properties
2S+1	1
ΔE to the lowest compared entry with this formula, charge and spin	112.51	kcal per mole
LUMO energy (alpha / beta)	-1.0 / -1.1	eV
orbital gap (alpha / beta)	7.339 / 8.117	eV
calculated total energy	-27659.92032	eV

Last column: Löwdin charge in e.
Positions of all 8 atoms, in Å:
1 C 0.725 -0.544 0.073  -0.138
2 O -0.584 -0.454 0.213  -0.565
3 F 1.350 2.079 -0.225  -0.145
4 P -1.863 -0.731 -0.672  0.504
5 Cl -3.188 0.228 0.490  0.163
6 H 1.190 1.120 -0.095  0.008
7 H 1.118 -1.060 -0.794  0.083
8 H 1.252 -0.637 1.010  0.089

No. 11
Entry from OMol25: the molecule CH3ClN2 (ωB97M-V/def2-TZVPD).

## Properties
SMILES string	ClC1NN1
2S+1	1
ΔE to the lowest compared entry with this formula, charge and spin	59.65	kcal per mole
LUMO energy	1.1	eV
orbital gap	11.156	eV
calculated total energy	-16586.36411	eV

Last column: Löwdin charge in e.
Positions of all 7 atoms, in Å:
1 C 0.338 0.339 0.268  -0.819
2 N -0.601 0.186 -0.770  -0.027
3 N 0.021 -0.976 -0.155  -0.029
4 Cl -0.179 0.781 1.891  0.595
5 H 1.287 0.804 0.018  0.096
6 H -1.571 0.251 -0.463  0.089
7 H 0.706 -1.385 -0.789  0.095

No. 12
Entry from OMol25: a cluster of 2 separate species, CH3ClN2O2 in total (ωB97M-V/def2-TZVPD).

## Properties
SMILES string	O=C/N=N/O.Cl
2S+1	1
ΔE to the lowest compared entry with this formula, charge and spin	85.31	kcal per mole
LUMO energy	-0.6	eV
orbital gap	9.251	eV
calculated total energy	-20677.26543	eV

Last column: Löwdin charge in e.
Positions of all 9 atoms, in Å:
1 C -2.126 0.509 0.060  -0.277
2 N -0.129 1.511 0.217  -0.004
3 N -1.154 1.178 0.549  0.109
4 O -2.870 -0.500 0.392  -0.020
5 O 0.528 2.673 0.620  -0.017
6 Cl 2.673 -1.954 -1.633  0.051
7 H 3.060 -3.376 -1.226  -0.054
8 H -2.337 0.755 -0.897  0.102
9 H 0.217 3.556 0.325  0.112